## P
The following is a DFT calculation (ωB97M-V/def2-TZVPD) of a structure of composition C7H14N3.

The gap between HOMO and LUMO (alpha / beta) is 7.564 / 7.561 eV. The calculation puts the highest occupied orbital energy (alpha / beta) at -11.466 / -11.463 eV. The spin multiplicity is 1. As for the net charge: +1.

```
24
Properties=species:S:1:pos:R:3:nbo_charge:R:1
N -0.6191 -0.3687 -0.2833 -0.263
N 1.0413 1.4708 -0.6858 -0.385
N -2.2042 -2.1682 0.6852 -0.374
C 0.2879 -2.8731 1.0729 -0.692
C -0.8867 -2.1693 0.1067 0.196
C 0.3697 2.6985 -1.0735 -0.454
C 0.4537 0.0388 -0.9601 -0.128
C -1.7825 0.0563 -0.0993 -0.086
C -2.6096 -0.9080 0.6212 0.088
C 1.7236 1.6368 0.6371 -0.417
H 1.7285 1.2434 -1.4346 0.452
H 1.3157 -2.9435 0.8897 0.243
H 1.9847 0.5566 0.9931 0.240
H -0.8888 -2.5171 -0.9075 0.223
H 1.0810 3.4555 -1.3718 0.243
H -0.4427 3.0782 -0.3319 0.244
H -0.0056 2.6151 -2.0983 0.248
H -3.6652 -0.6729 0.8087 0.222
H 1.2132 -0.7053 -1.0028 0.198
H 2.5800 2.2645 0.3824 0.229
H -2.2323 1.0084 -0.3141 0.222
H 0.2839 -2.9085 2.1857 0.258
H 0.1275 -4.0283 0.8055 0.259
H 1.1461 2.1399 1.3749 0.234
```


## Q
The following is a DFT calculation (ωB97M-V/def2-TZVPD) of the ion C7H14N3 with charge +1.

The gap between HOMO and LUMO is 9.095 eV. The calculation puts the highest occupied orbital energy at -12.095 eV. The spin multiplicity is 1. As for the net charge: +1.

```
24
Properties=species:S:1:pos:R:3:nbo_charge:R:1
N -2.3162 -0.6904 0.0945 -0.426
N -0.8142 -0.6670 0.3337 -0.311
N 0.9877 0.8260 -0.4611 -0.369
C -1.4340 1.4249 -0.5603 -0.192
C 1.3050 -1.6508 0.0986 -0.408
C 1.3876 1.3856 0.8764 -0.438
C -0.1523 -1.8925 -0.0891 -0.235
C 1.7142 -0.4629 -0.7234 -0.191
C -0.4223 0.6081 -0.4096 0.255
C -2.6557 0.7494 -0.0239 -0.265
H 2.7251 -0.1046 -0.4760 0.218
H 2.4410 1.0713 1.1906 0.243
H -1.3050 2.4382 -0.8292 0.241
H -0.3214 -2.0637 -1.1505 0.188
H -0.4901 -2.7860 0.4008 0.240
H 1.6142 -1.3013 1.1464 0.212
H -3.4575 0.9221 -0.7024 0.229
H 1.2901 1.5471 -1.0583 0.447
H -2.9921 1.2711 0.8717 0.209
H 1.6443 -0.6934 -1.7373 0.225
H 1.8952 -2.4137 -0.1577 0.247
H 0.5949 0.9784 1.5580 0.263
H -2.6315 -1.0111 1.0390 0.376
H 1.3930 2.5153 0.7693 0.241
```


## R
The following is a DFT calculation (ωB97M-V/def2-TZVPD) of the ion C7H14N3 with charge +1.

The gap between HOMO and LUMO (alpha / beta) is 6.976 / 7.629 eV. The calculation puts the highest occupied orbital energy (alpha / beta) at -12.666 / -12.699 eV. The spin multiplicity is 1. As for the net charge: +1.

```
24
Properties=species:S:1:pos:R:3:nbo_charge:R:1
N -0.6129 -0.1521 0.9108 -0.391
N 1.0950 1.3335 -0.5454 -0.580
N -0.4086 -2.4241 -1.1179 -0.799
C -1.8346 -0.8526 1.4033 -0.414
C 0.0645 1.9177 -0.0026 0.235
C -0.8343 1.1643 0.7813 -0.045
C 1.9839 -1.6459 -1.0980 -0.578
C 0.3786 -0.8648 0.5457 0.652
C -0.0150 3.4097 0.1846 -0.673
C 0.7259 -1.9901 -0.2999 -0.250
H 1.0033 3.7127 0.4192 0.245
H -0.3096 3.8952 -0.7257 0.251
H 2.8240 -1.7691 -0.5086 0.235
H -1.7834 -1.9251 1.3344 0.237
H -1.6418 1.6038 1.3365 0.237
H -0.5525 -1.8756 -1.9616 0.377
H -1.3564 -2.3734 -0.6916 0.359
H -2.0544 -0.4433 2.4601 0.260
H 2.0032 -2.3261 -2.0478 0.253
H 1.8271 1.8822 -0.8408 0.375
H -0.7690 3.8216 0.9858 0.242
H 1.9214 -0.6065 -1.5899 0.246
H -2.6797 -0.6408 0.8097 0.240
H 1.0253 -2.8511 0.2584 0.286
```


## S
The following is a DFT calculation (ωB97M-V/def2-TZVPD) of the ion C7H14N3 with charge +1.

The gap between HOMO and LUMO is 7.848 eV. The calculation puts the highest occupied orbital energy at -11.722 eV. The spin multiplicity is 1. As for the net charge: +1.

```
24
Properties=species:S:1:pos:R:3:nbo_charge:R:1
N -2.6407 0.1101 0.0323 -0.184
N -2.1040 1.2814 -0.0535 -0.134
N 2.3848 0.3083 0.0023 -0.292
C -1.0335 1.8742 0.2432 -0.100
C 1.4052 0.9960 0.4048 0.459
C 3.2898 0.7900 -1.0215 -0.417
C 2.7052 -0.9696 0.6235 -0.423
C 0.3418 1.5856 0.8190 -0.283
C -1.9314 -1.1027 0.3820 -0.436
C -3.9828 -0.0201 -0.4714 -0.409
H 0.4838 2.2458 1.6745 0.294
H -0.9871 -0.8535 0.8622 0.197
H -2.5358 -1.7031 1.0617 0.226
H 4.2373 1.0908 -0.5692 0.238
H -4.3305 0.9608 -0.7856 0.240
H -1.7307 -1.7059 -0.5104 0.205
H -4.6409 -0.4015 0.3104 0.208
H -1.1004 2.9518 0.1330 0.213
H 3.4811 -0.0111 -1.7358 0.237
H 1.8871 -1.6763 0.4875 0.238
H 2.8595 1.6416 -1.5472 0.244
H 2.8847 -0.8451 1.6923 0.241
H 3.6036 -1.3770 0.1677 0.240
H -4.0085 -0.7042 -1.3220 0.200
```


Most stable pick: Q. Distance to second place: 21.1 kcal/mol.


## P
The following is a DFT calculation (ωB97M-V/def2-TZVPD) of a cluster of 2 separate species, C9H14S in total.

The gap between HOMO and LUMO is 9.623 eV. The calculation puts the highest occupied orbital energy at -8.785 eV. The spin multiplicity is 1.

```
24
Properties=species:S:1:pos:R:3:nbo_charge:R:1
S 3.6843 3.2092 -1.1165 -0.027
C -0.6088 -1.2905 1.7432 -0.236
C -1.7150 0.2293 -0.3730 -0.203
C -2.1606 -3.1555 1.1467 -0.627
C -0.4154 0.0551 1.7373 -0.200
C -1.8386 -1.1890 -0.3859 -0.228
C -1.4649 -1.8065 0.7836 0.000
C 1.7295 1.2307 -1.0077 -0.633
C 2.6614 1.9809 -1.9273 -0.557
C -1.0067 0.8029 0.7119 -0.226
H -1.3733 -3.9539 1.2038 0.211
H 2.1000 2.4093 -2.8997 0.221
H -0.8611 1.8450 0.6232 0.208
H -2.3509 -1.7012 -1.1747 0.215
H 3.3791 1.1371 -2.2001 0.230
H 0.9580 0.6350 -1.5302 0.227
H -1.8937 0.8220 -1.2691 0.213
H 1.3536 2.0424 -0.2447 0.202
H -2.6476 -3.0573 2.0827 0.221
H 0.3452 0.6043 2.3815 0.220
H 2.7532 4.1414 -0.7758 0.117
H 2.2503 0.5613 -0.2181 0.219
H -2.8182 -3.5396 0.2859 0.212
H -0.0599 -2.0126 2.4230 0.222
```


## Q
The following is a DFT calculation (ωB97M-V/def2-TZVPD) of a cluster of 2 separate species, C9H14S in total.

The gap between HOMO and LUMO is 9.182 eV. The calculation puts the highest occupied orbital energy at -8.284 eV. The spin multiplicity is 1.

```
24
Properties=species:S:1:pos:R:3:nbo_charge:R:1
S 1.7296 -0.2740 2.7325 0.180
C -2.5652 0.8268 0.3455 -0.630
C 0.4516 -0.9118 -2.1533 -0.222
C 2.0232 1.3788 2.0849 -0.754
C -1.5196 -1.1259 -0.8588 -0.213
C 0.4087 0.4494 -1.9910 -0.218
C 1.4044 -1.1367 1.1852 -0.751
C -0.5637 1.0298 -1.1711 -0.207
C -1.5729 0.2457 -0.6314 -0.019
C -0.5476 -1.7433 -1.6274 -0.209
H -3.5703 0.7036 -0.0690 0.221
H 1.1480 2.0157 2.2316 0.211
H 1.2543 -1.3903 -2.7069 0.214
H -2.3219 1.8533 0.5726 0.217
H 0.8778 -2.0724 1.3812 0.228
H 2.3421 -1.3928 0.6937 0.211
H -2.6219 0.2269 1.2553 0.222
H -2.2593 -1.7189 -0.3259 0.206
H 0.7267 -0.5935 0.5357 0.228
H 1.2298 1.1000 -2.2694 0.214
H 2.2678 1.3844 1.0220 0.221
H -0.6539 -2.7853 -1.8916 0.221
H 2.8455 1.8633 2.5905 0.223
H -0.5131 2.0671 -0.9349 0.207
```


## R
The following is a DFT calculation (ωB97M-V/def2-TZVPD) of an isolated molecule of C9H14S.

The gap between HOMO and LUMO is 9.457 eV. The calculation puts the highest occupied orbital energy at -8.575 eV. The spin multiplicity is 1.

```
24
Properties=species:S:1:pos:R:3:nbo_charge:R:1
S 2.8991 0.1251 0.7965 -0.062
C 1.3296 -0.1501 -0.2198 -0.063
C -1.1001 0.2359 0.6512 0.055
C -0.6866 -1.8549 -0.4331 -0.430
C -1.9097 1.1748 1.4309 -0.658
C 0.2965 1.5434 -1.1245 -0.420
C 0.8194 -1.5341 -0.0322 -0.423
C 0.3015 1.0014 0.2228 -0.246
C 1.3626 0.5135 -1.5917 -0.428
C -1.5921 -1.0109 0.3106 -0.261
H 2.3945 0.9674 -1.9590 0.217
H -2.5568 -1.2769 0.7671 0.222
H 1.1385 -0.1749 -2.3624 0.213
H 0.6223 1.6608 1.0210 0.225
H -0.8572 -3.0353 -0.1180 0.213
H -1.3603 1.9936 1.7737 0.209
H 0.5731 2.5549 -1.1498 0.215
H -0.6918 1.4773 -1.6812 0.213
H 2.4042 -0.8006 1.6749 0.121
H -2.7253 1.6240 0.7105 0.216
H -2.5220 0.8186 2.3222 0.222
H 1.5762 -2.1853 -0.5396 0.225
H -0.7180 -1.9349 -1.5632 0.221
H 1.0026 -1.7328 1.0932 0.205
```


## S
The following is a DFT calculation (ωB97M-V/def2-TZVPD) of a cluster of 2 separate species, C9H14S in total.

The gap between HOMO and LUMO is 9.748 eV. The calculation puts the highest occupied orbital energy at -8.970 eV. The spin multiplicity is 1.

```
24
Properties=species:S:1:pos:R:3:nbo_charge:R:1
S 2.3627 1.4621 -2.9734 -0.053
C -2.2134 -1.7327 0.8269 -0.200
C 1.4846 -0.9468 -1.7160 -0.630
C -1.2381 -2.2853 1.6526 -0.225
C -2.3459 -0.3526 0.7789 -0.221
C -1.6331 2.0099 1.3360 -0.638
C -0.4989 -0.0422 2.2463 -0.219
C -1.5253 0.5179 1.4798 -0.004
C 2.2989 0.3373 -1.5571 -0.517
C -0.4418 -1.4190 2.3855 -0.208
H 0.2759 0.6199 2.6160 0.211
H 1.0413 -1.2450 -0.7648 0.220
H -2.8616 -2.3478 0.2260 0.214
H -1.1879 -3.3409 1.8807 0.216
H 1.9579 0.8541 -0.6657 0.215
H 1.1795 2.0865 -2.9762 0.116
H 0.4227 -1.8395 2.8847 0.209
H -2.3986 2.4559 1.9749 0.226
H 0.6901 -0.9071 -2.4605 0.218
H -0.6624 2.5074 1.3721 0.219
H -3.1413 0.0650 0.1623 0.207
H 2.1086 -1.7637 -2.0884 0.210
H -1.9621 2.2366 0.3160 0.214
H 3.3661 0.1359 -1.4877 0.222
```


Most stable pick: Q. Distance to second place: 2.2 kcal/mol.


## P
The following is a DFT calculation (ωB97M-V/def2-TZVPD) of an isolated molecule of C18H30O2.

The gap between HOMO and LUMO is 9.000 eV. The calculation puts the highest occupied orbital energy at -8.212 eV. The spin multiplicity is 1.

```
50
Properties=species:S:1:pos:R:3:nbo_charge:R:1
O 0.0846 -0.6141 -0.9225 -0.662
O -0.4240 -0.5397 -3.1515 -0.601
C -2.4434 -0.6382 1.9853 -0.308
C 3.1085 -0.1179 -1.0037 -0.170
C -0.8008 -0.4583 -1.9526 0.800
C 0.9903 -1.3174 2.9289 -0.141
C -3.4907 0.3692 1.9568 -0.393
C 3.2355 0.8138 -0.0226 -0.536
C 2.2573 0.7628 -4.3784 -0.618
C -3.9382 1.1965 -0.3502 -0.306
C 1.4472 0.0676 2.3996 -0.485
C 2.7195 0.2292 2.3439 -0.204
C -0.4665 -1.5539 3.2581 -0.180
C -1.4874 -0.4854 3.4751 -0.407
C 2.9238 -0.2183 -2.2816 -0.214
C -2.1513 -0.2307 -1.5729 -0.559
C 3.6589 0.5196 1.3792 -0.138
C 2.7006 0.8304 -3.1620 -0.393
C -4.3774 0.0378 0.8841 -0.402
C -2.5249 0.8756 -0.9669 -0.413
H 3.2432 0.0691 3.2622 0.185
H -1.1681 0.3969 3.4018 0.182
H 2.2940 1.7331 -2.5186 0.183
H -4.0788 2.0439 0.0647 0.178
H 0.6907 1.0735 2.7410 0.223
H 1.1292 0.2948 1.2308 0.220
H 2.8456 0.0012 -4.8680 0.201
H -2.7055 -1.4614 2.1169 0.151
H 3.8264 1.3299 -2.9833 0.181
H 1.2570 0.1862 -4.3725 0.238
H -1.6728 -0.7526 1.2497 0.207
H -0.5181 -2.4167 3.8693 0.198
H 3.0551 -1.1964 -0.3874 0.183
H -2.8912 -0.5579 -2.3270 0.246
H 0.8623 -0.4601 -1.2822 0.493
H -2.5984 -1.1818 -1.0560 0.243
H -1.7996 1.2239 -0.1791 0.208
H 2.1317 1.5587 -4.8282 0.210
H -3.1195 1.3157 1.9918 0.199
H -5.4408 0.2918 0.8771 0.213
H 2.3685 1.3942 -0.0398 0.227
H 3.7787 1.5932 -0.4288 0.226
H 2.6799 -1.1687 -2.7857 0.213
H 1.7678 -1.8998 3.0126 0.181
H -2.1177 -0.5618 4.1993 0.196
H -2.4508 1.8311 -1.6656 0.204
H -4.2866 -0.8982 0.4469 0.196
H -4.0556 0.1451 3.0874 0.172
H -4.6750 0.8032 -1.2618 0.178
H 4.6262 0.7217 1.4641 0.197
```


## Q
The following is a DFT calculation (ωB97M-V/def2-TZVPD) of an isolated molecule of C18H30O2.

The gap between HOMO and LUMO is 8.831 eV. The calculation puts the highest occupied orbital energy at -8.061 eV. The spin multiplicity is 1.

```
50
Properties=species:S:1:pos:R:3:nbo_charge:R:1
O 2.5426 -3.5391 2.3074 -0.497
O 0.0065 3.6274 -3.9304 -0.506
C 0.3945 -0.7859 2.7571 -0.671
C -3.0242 2.9186 -1.9728 -0.438
C 0.1979 -0.2650 0.2257 -0.430
C 0.5625 -1.1629 1.3409 0.083
C -1.4057 1.9425 -5.0733 -0.620
C 0.9923 -2.3631 0.9584 -0.230
C -1.9146 0.8733 -0.8836 -0.222
C -0.6235 3.1136 -2.7832 0.087
C -2.5581 2.1028 -0.7184 0.064
C 1.1990 -3.5071 1.8566 -0.097
C -0.3665 2.2418 -4.0411 0.219
C 2.7148 -4.0218 3.5727 0.093
C -1.9042 3.8099 -2.3633 -0.438
C -2.8974 2.7007 0.6708 -0.650
C 4.4064 -4.4321 5.4338 -0.647
C 4.0292 -4.0811 3.9960 -0.249
C 0.6241 1.1285 -3.7663 -0.646
C -1.3049 -0.0328 0.2955 -0.413
H -2.1849 2.6174 -5.0269 0.215
H -1.9274 -1.0233 0.2202 0.210
H 0.5751 0.6960 -2.7166 0.215
H 1.3621 -0.8445 3.2478 0.237
H 2.0482 -4.3243 4.3046 0.178
H 0.0695 0.2306 2.9578 0.218
H 0.4467 -0.7062 -0.7268 0.208
H 0.9674 -4.5071 1.3286 0.172
H 1.2033 -2.5746 -0.0726 0.194
H -1.5456 0.5956 -1.8661 0.194
H 0.6886 0.6400 0.3641 0.205
H 4.2976 -3.5821 6.1762 0.209
H 0.5713 0.3848 -4.5287 0.214
H 4.8581 -3.8643 3.3390 0.199
H 3.7371 -5.2249 5.7398 0.209
H 5.4551 -4.7340 5.4227 0.215
H 0.1144 2.8630 -2.0323 0.173
H -0.8607 1.9022 -6.0849 0.211
H 1.5841 1.5096 -3.8219 0.227
H -3.4113 2.2830 -2.6796 0.215
H -2.3277 3.6834 0.7175 0.216
H 0.4964 -3.4521 2.6506 0.170
H -0.2705 -1.4332 3.2034 0.223
H -3.9416 2.8346 0.6616 0.214
H -2.6420 1.9772 1.3910 0.213
H -2.1674 4.4340 -3.2485 0.229
H -1.5208 0.4292 1.2478 0.196
H -3.9418 3.4447 -1.6384 0.206
H -1.5727 4.4458 -1.5044 0.213
H -1.8312 1.0316 -4.9075 0.209
```


Most stable pick: Q. Distance to second place: 260.4 kcal/mol.